{
  "formula": "C5H10O2",
  "method": "ωB97M-V with the def2-TZVPD basis set",
  "species": ["C", "O", "C", "C", "O", "C", "C", "H", "H", "H", "H", "H", "H", "H", "H", "H", "H"],
  "xyz": [[-1.86073, -0.38377, -1.54117], [-1.09426, -0.28283, -0.36353], [0.27233, -0.18286, -0.64389], [1.17807, 2.26097, 0.16380], [1.72732, 1.20682, 0.68321], [1.14110, -0.12979, 0.61055], [0.52982, -0.48498, 1.93865], [-1.76836, 0.51093, -2.17197], [-1.58265, -1.25629, -2.15112], [-2.89995, -0.48853, -1.23604], [0.59625, -1.00964, -1.27222], [0.09721, 2.01281, -0.03300], [0.51005, 0.72083, -1.22814], [2.01912, -0.75843, 0.45575], [0.21229, -1.52561, 1.91543], [1.25495, -0.35786, 2.75015], [-0.33259, 0.14823, 2.12354]],
  "atomic_forces_ev_per_a": [[-0.3, 0.0, -0.2], [0.0, 0.1, 0.1], [0.3, -0.3, -0.2], [-0.2, 0.1, 1.1], [0.6, 0.8, -0.4], [0.1, -0.1, -0.2], [-0.2, 0.0, 0.0], [0.1, 0.0, 0.1], [0.1, 0.1, 0.2], [0.0, 0.0, 0.0], [-0.1, -0.5, 0.0], [0.2, 0.1, -0.2], [-0.3, -0.4, -0.1], [0.0, 0.1, -0.1], [-0.1, 0.0, 0.1], [-0.1, 0.0, -0.3], [-0.2, 0.0, 0.1]],
  "homo_energy_ev": -8.34,
  "homo_lumo_gap_ev": 9.101,
  "energy_ev": -9437.9899
}